[1]
Molecular formula: C66H167N9O22
Method: DFT, ωB97M-V/def2-TZVPD

Values from the calculation:
HOMO energy = -8.305 eV
E_LUMO = 0.4698 eV
Kohn-Sham gap = 0.322 Ha

Geometry as ORCA input:
```
! wB97M-V def2-TZVPD RIJCOSX def2/J DEFGRID3
* xyz 0 1
C 2.96151 -2.41145 -1.48238
C 3.52290 -1.41882 -0.47239
C 2.95404 -1.53187 0.93772
O 4.91213 -1.41139 -0.36849
H 3.12034 -2.11377 -2.51885
H 1.88839 -2.58755 -1.40831
H 3.49209 -3.32446 -1.21220
H 3.23629 -0.43429 -0.84206
H 3.07306 -2.52724 1.36572
H 1.88895 -1.30777 0.99658
H 3.32313 -0.73573 1.58427
H 5.07042 -0.63109 0.16786
C -1.04021 -4.67569 -5.06612
C 0.21274 -3.80097 -4.66534
C 1.23147 -4.55505 -3.94852
O 0.84221 -3.43414 -5.83799
H -1.73068 -4.12494 -5.70490
H -1.58998 -5.01319 -4.18752
H -0.76589 -5.54196 -5.66814
H -0.19079 -2.96727 -4.09070
H 0.91368 -4.68494 -2.91400
H 2.22647 -4.11239 -3.90227
H 1.33614 -5.57172 -4.32737
H 1.18513 -4.19589 -6.31100
C -3.24930 4.47339 2.65233
C -3.22710 3.94431 1.18318
C -3.90782 4.94895 0.26894
O -1.93535 3.68335 0.68680
H -4.29050 4.67315 2.90549
H -2.73558 5.43272 2.71465
H -2.73010 3.78771 3.32194
H -3.80732 3.02845 1.07067
H -3.43405 5.93028 0.24397
H -4.94040 5.15235 0.55270
H -3.95938 4.49232 -0.71945
H -1.37760 4.46132 0.75943
C 0.36249 1.13790 -0.69844
C -0.97995 0.44759 -0.42862
C -0.87482 -1.08178 -0.62953
O -1.28246 0.82116 0.88113
H 0.38029 2.20618 -0.48265
H 0.68221 1.00713 -1.73226
H 1.17393 0.73681 -0.09115
H -1.77181 0.79174 -1.09392
H -0.74731 -1.32807 -1.68365
H -1.79017 -1.52852 -0.24139
H -0.04263 -1.50079 -0.06385
H -1.38148 1.77581 0.90177
C 3.97580 4.49166 -3.21057
O 4.11627 3.07682 -3.52855
C 3.24618 2.19297 -2.77158
C 3.22414 0.86973 -3.60433
N 2.46117 1.11724 -4.79927
C 2.39629 -0.02532 -5.74344
C 3.74264 -0.25184 -6.42343
O 4.20042 0.78136 -7.25756
C 3.41023 1.07890 -8.38304
H 3.00736 4.93170 -3.44843
H 4.64186 5.12610 -3.79535
H 4.33106 4.67294 -2.19616
H 2.26859 2.65366 -2.62949
H 3.61365 2.02087 -1.75992
H 2.82521 0.00896 -3.06765
H 4.25279 0.59640 -3.83943
H 3.00633 1.82738 -5.26682
H 1.67798 0.27675 -6.50560
H 1.94977 -0.92861 -5.32778
H 3.65210 -1.12855 -7.06474
H 4.48155 -0.50043 -5.66164
H 3.96394 1.82171 -8.95726
H 2.46654 1.52910 -8.07506
H 3.16381 0.27540 -9.07714
C 1.53227 -1.77198 9.46407
O 0.90034 -2.83842 8.86741
C -0.48026 -2.93890 9.20930
C -1.41275 -1.74488 8.83305
N -1.32515 -1.42589 7.39308
C -2.03087 -2.38255 6.57063
C -2.05448 -1.87835 5.09077
O -0.75634 -1.80883 4.41094
C -0.79713 -1.18893 3.11848
H 2.59701 -1.83316 9.23893
H 1.43978 -1.88083 10.54467
H 1.23926 -0.77216 9.14377
H -0.54244 -3.14376 10.27807
H -0.93676 -3.82371 8.76567
H -1.05409 -0.87918 9.38986
H -2.42270 -1.93135 9.19819
H -0.32859 -1.47162 7.23540
H -3.08541 -2.38020 6.84637
H -1.55817 -3.36313 6.62655
H -2.59766 -0.93378 5.11971
H -2.64626 -2.50005 4.41893
H -1.13121 -0.15921 3.24561
H -1.55978 -1.57411 2.44165
H 0.12713 -1.07705 2.55162
C 3.78296 10.40018 -4.03700
O 3.00253 9.25950 -4.43810
C 2.16197 8.73026 -3.37295
C 1.47752 7.45872 -3.91852
N 0.48885 6.84020 -3.03696
C 0.84710 6.68857 -1.60303
C -0.29524 5.94680 -0.85102
O -0.07333 6.05670 0.58183
C -0.28050 7.38323 1.07327
H 3.25661 11.29666 -3.70928
H 4.38369 10.67239 -4.90483
H 4.57038 10.18784 -3.31383
H 1.46255 9.46988 -2.98323
H 2.71384 8.36516 -2.50678
H 2.25989 6.74125 -4.16595
H 1.00590 7.76055 -4.85370
H -0.48050 7.02952 -3.24816
H 0.92739 7.67302 -1.14205
H 1.73002 6.06843 -1.44818
H -0.14754 4.91917 -1.18307
H -1.30149 6.11805 -1.23342
H 0.47726 8.14328 0.88294
H -0.27073 7.18796 2.14559
H -1.24071 7.81595 0.79247
C -4.74317 2.54612 -3.09561
O -5.26224 2.14207 -1.87757
C -4.39052 1.21511 -1.30743
C -4.98258 0.41839 -0.16304
N -5.80234 -0.77421 -0.54711
C -6.97966 -0.45725 -1.37324
C -7.78871 -1.77148 -1.62828
O -9.06135 -1.59782 -2.29358
C -9.80666 -2.79949 -2.49740
H -3.73461 2.94329 -2.98089
H -5.38389 3.29368 -3.56329
H -4.70494 1.68791 -3.76651
H -3.48473 1.76694 -1.05620
H -4.09131 0.42946 -2.00121
H -5.69443 1.07230 0.34072
H -4.15241 0.06723 0.44981
H -6.10356 -1.23702 0.29856
H -6.64305 -0.10403 -2.34793
H -7.56491 0.39030 -1.01653
H -7.91766 -2.34289 -0.70906
H -7.15020 -2.29278 -2.34149
H -10.75405 -2.62875 -3.00867
H -9.97075 -3.28614 -1.53597
H -9.26899 -3.51245 -3.12247
C -5.03312 -4.00132 -3.07370
O -3.73544 -4.60573 -2.93064
C -3.09145 -4.12745 -1.70071
C -3.74863 -4.54974 -0.38182
N -4.28780 -3.41460 0.28155
C -4.71051 -3.62655 1.63981
C -5.59610 -2.50314 2.11343
O -6.84328 -2.57795 1.41031
C -7.90242 -1.94255 2.12856
H -4.86638 -2.92464 -3.10625
H -5.81492 -4.28198 -2.36793
H -5.46979 -4.38806 -3.99449
H -2.74141 -3.09840 -1.78213
H -2.17073 -4.71075 -1.71194
H -3.01902 -4.93914 0.32821
H -4.43056 -5.38475 -0.54252
H -4.87258 -2.86062 -0.32774
H -3.87834 -3.72264 2.33721
H -5.25892 -4.56666 1.69923
H -5.16088 -1.50669 2.18942
H -5.88502 -2.89526 3.08855
H -7.83548 -0.85685 2.05863
H -7.94185 -2.21702 3.18270
H -8.87164 -2.14918 1.67468
C 7.45049 2.22288 -3.36543
O 7.22669 2.43600 -1.96948
C 6.58313 1.39460 -1.24791
C 6.19115 1.98990 0.10283
N 5.66798 0.88935 0.94595
C 4.83698 1.39267 2.04894
C 3.48632 2.06491 1.63206
O 3.62490 3.46927 1.48474
C 2.38699 4.15809 1.49630
H 6.55171 1.96568 -3.92591
H 8.27997 1.55384 -3.59440
H 7.79667 3.20756 -3.67952
H 7.35101 0.62953 -1.13330
H 5.70702 1.06608 -1.80702
H 5.42611 2.71918 -0.16355
H 7.01147 2.52644 0.57959
H 6.43237 0.53628 1.50375
H 5.48502 2.14245 2.50279
H 4.66080 0.67736 2.85231
H 2.73494 1.78560 2.37065
H 3.10530 1.58786 0.72909
H 1.83601 4.02030 2.42664
H 1.77790 4.02339 0.60245
H 2.58688 5.22944 1.47759
C 6.00576 3.00351 7.85128
O 5.83341 1.99595 6.83998
C 5.61048 0.74339 7.36193
C 4.80171 -0.22406 6.48456
N 3.37890 0.03186 6.51067
C 2.99447 1.29643 5.85706
C 1.47369 1.25427 5.37666
O 1.18662 2.47618 4.67044
C -0.15418 2.62736 4.27084
H 5.18879 3.13445 8.56086
H 6.08311 4.02248 7.47202
H 6.84391 2.76388 8.50563
H 5.09081 0.90370 8.30657
H 6.56401 0.27399 7.60386
H 4.93265 -1.22139 6.90443
H 5.16524 -0.18975 5.45754
H 2.84317 -0.75691 6.17759
H 3.51078 1.41309 4.90421
H 3.14026 2.12757 6.54702
H 0.81699 1.03312 6.21805
H 1.32237 0.39785 4.71958
H -0.45562 1.78076 3.65399
H -0.37689 3.51208 3.67438
H -0.81165 2.72796 5.13438
C -1.27428 4.11000 -3.87715
O -1.74803 2.73732 -4.01639
C -0.63691 1.80697 -4.30411
C -1.00519 0.33329 -4.33642
N -1.99233 0.02340 -5.38159
C -2.42624 -1.34866 -5.25274
C -3.81250 -1.56916 -5.86944
O -4.76185 -0.76159 -5.14618
C -6.08784 -0.82407 -5.65448
H -0.99444 4.64008 -4.78753
H -0.35655 4.13999 -3.28980
H -2.06345 4.67694 -3.38330
H 0.10576 2.04094 -3.54135
H -0.19457 2.08357 -5.26115
H -1.38952 0.05919 -3.35394
H -0.09455 -0.25230 -4.46260
H -2.72426 0.71592 -5.31234
H -2.43185 -1.73845 -4.23484
H -1.68460 -1.89062 -5.83955
H -4.02824 -2.63679 -5.82785
H -3.66191 -1.19039 -6.88036
H -6.67073 -1.73811 -5.54102
H -6.05299 -0.72558 -6.73946
H -6.74282 -0.02800 -5.30039
C 3.23308 -8.21546 5.81245
O 2.60657 -8.07636 4.53658
C 2.47137 -9.22368 3.76877
C 1.59996 -9.06753 2.46804
N 2.25899 -8.62242 1.28099
C 2.83637 -7.23790 1.43189
C 1.84532 -6.06026 1.48160
O 1.29637 -5.80618 0.20499
C 0.33324 -4.76387 0.16520
H 2.62564 -8.98095 6.29530
H 3.17933 -7.28501 6.37767
H 4.23085 -8.63321 5.67814
H 2.00929 -9.98101 4.40205
H 3.40178 -9.75944 3.58062
H 0.68542 -8.47804 2.53300
H 1.16086 -10.03822 2.23770
H 1.75812 -8.68436 0.40612
H 3.60138 -7.09500 0.66872
H 3.51623 -7.13753 2.27795
H 2.34914 -5.15198 1.81220
H 1.12127 -6.32085 2.25358
H -0.56066 -5.14191 0.66131
H 0.07600 -4.62176 -0.88444
H 0.65218 -3.81943 0.60613
*
```

[2]
Molecular formula: C62H45MnN2O4P2S2
Method: DFT, ωB97M-V/def2-TZVPD

Values from the calculation:
HOMO energy (spin up / spin down) = -12.484 / -12.634 eV
E_LUMO (spin up / spin down) = -4.8841 / -6.1513 eV
Kohn-Sham gap (spin up / spin down) = 0.279 / 0.238 Ha

Geometry as ORCA input:
```
! wB97M-V def2-TZVPD RIJCOSX def2/J DEFGRID3
* xyz 2 5
Mn -0.51299 -0.61921 0.74339
O 0.36504 -2.16186 1.56131
S 1.63127 -1.86531 0.67299
C 2.90488 -2.02431 1.86450
C 3.63018 -3.19105 1.96760
C 4.62463 -3.37233 2.94189
C 4.86253 -2.34532 3.80717
C 5.85490 -2.23610 4.93978
C 5.60854 -0.83238 5.55062
C 4.44789 -0.27449 4.76138
C 3.74575 0.88429 4.89915
C 2.67114 1.11354 4.02174
C 2.28671 0.26488 2.99973
P 0.87991 0.93963 1.99221
C -0.13532 1.84115 3.18953
C -0.55516 3.15164 2.99571
C -1.40800 3.74865 3.91799
C -1.84762 3.03940 5.02395
C -1.44630 1.72018 5.20912
C -0.59836 1.12038 4.29408
C 1.75621 2.13218 0.93408
C 1.97195 1.78898 -0.39557
C 2.67949 2.63276 -1.23998
C 3.18107 3.82964 -0.75292
C 2.97415 4.17915 0.57801
C 2.27136 3.33220 1.41985
C 3.04216 -0.94431 2.81224
C 4.07783 -1.17216 3.74066
C 1.83283 -3.14126 -0.52270
C 3.10519 -3.28283 -1.03549
C 3.45967 -4.34041 -1.89113
C 2.50635 -5.28024 -2.16139
C 2.59291 -6.58393 -2.92088
C 1.15007 -7.15583 -2.89630
C 0.34848 -6.14575 -2.10764
C -0.96471 -6.11757 -1.75599
C -1.45812 -4.95424 -1.12301
C -0.68199 -3.86939 -0.77685
P -1.55743 -2.30900 -0.44996
C -1.63906 -1.51258 -2.10646
C -1.93030 -2.25871 -3.25521
C -2.13160 -1.78339 -4.58480
C -2.15254 -0.51232 -5.04376
C -1.89753 0.78349 -4.31874
C -1.23210 -0.20237 -2.08387
C -3.17043 -2.75625 0.22989
C -4.22881 -3.28405 -0.50681
C -5.42756 -3.59075 0.11264
C -5.57957 -3.37800 1.47805
C -4.53430 -2.84693 2.21877
C -3.33472 -2.53388 1.59285
C 0.74806 -3.97156 -0.96064
C 1.18673 -5.08091 -1.70485
H 3.43449 -4.00368 1.28536
H 5.17028 -4.30528 2.98644
H 6.87528 -2.35779 4.57676
H 5.68514 -3.02955 5.66837
H 6.48236 -0.18828 5.44957
H 5.37578 -0.88241 6.61379
H 3.97408 1.61018 5.66864
H 2.09774 2.01813 4.18510
H -0.23506 3.70493 2.12235
H -1.72697 4.77138 3.76748
H -2.50683 3.50930 5.74155
H -1.79268 1.16276 6.06916
H -0.28318 0.09371 4.45067
H 1.56325 0.87004 -0.80278
H 2.81947 2.36155 -2.27782
H 3.73687 4.49085 -1.40540
H 3.36657 5.11129 0.96313
H 2.12305 3.62106 2.45262
H 3.88008 -2.59115 -0.72778
H 4.47410 -4.41979 -2.25819
H 3.30085 -7.25683 -2.43621
H 2.95761 -6.42518 -3.93551
H 1.10698 -8.14061 -2.43171
H 0.74243 -7.26565 -3.90136
H -1.64425 -6.92464 -1.99677
H -2.52307 -4.90854 -0.93522
H -2.07339 -3.32355 -3.11581
H -2.32498 -2.55361 -5.32166
H -2.34776 -0.39051 -6.10274
H -1.47669 1.48190 -5.04358
H -0.92300 1.49957 -0.96519
H -4.14124 -3.41089 -1.58061
H -6.24779 -3.98859 -0.46952
H -6.51594 -3.62257 1.96150
H -4.65164 -2.67019 3.27906
H -2.53018 -2.12183 2.19470
O 0.03179 1.46102 -3.10462
C -0.89944 0.69800 -3.21541
N -1.37785 0.57655 -0.86556
S -3.05938 1.09323 -0.81788
O -3.05760 2.14650 0.13886
O -3.83206 -0.08812 -0.62301
C -3.54156 1.75353 -2.43443
C -4.67146 2.54758 -2.17783
C -5.44188 3.05072 -3.20606
C -5.09329 2.77669 -4.51530
C -3.96510 2.02366 -4.77294
C -3.16062 1.48860 -3.76890
H -4.95403 2.76780 -1.15837
H -6.30833 3.65593 -2.97759
H -5.68280 3.16303 -5.33582
H -3.67164 1.85514 -5.80257
N -0.37143 3.29027 -0.59085
C -0.25296 4.40640 -0.83372
C -0.12511 5.82250 -1.10954
C -1.11618 6.69323 -0.66429
C -0.99210 8.04705 -0.92914
C 0.10900 8.51815 -1.63322
C 1.09325 7.64276 -2.07457
C 0.98178 6.28756 -1.81362
H -1.96904 6.30729 -0.12160
H -1.75338 8.73466 -0.58748
H 0.19996 9.57604 -1.84095
H 1.94723 8.01744 -2.62198
H 1.73916 5.59008 -2.14592
*
```

[3]
Molecular formula: C3H3ClNO
Method: DFT, ωB97M-V/def2-TZVPD

Values from the calculation:
HOMO energy (spin up / spin down) = -14.190 / -14.189 eV
E_LUMO (spin up / spin down) = -7.2170 / -7.2176 eV
Kohn-Sham gap (spin up / spin down) = 0.256 / 0.256 Ha

Geometry as ORCA input:
```
! wB97M-V def2-TZVPD RIJCOSX def2/J DEFGRID3
* xyz 1 1
C 1.10407 -0.40846 -0.17219
C 2.37986 -0.18420 -0.03115
C 0.09851 0.61047 0.15918
N 0.77720 1.92317 0.07004
O 0.10642 2.88942 -0.13166
Cl 3.90539 -0.09345 0.01953
H 0.66285 -1.19407 -0.66427
H -0.84257 0.54858 -0.40888
H -0.24404 0.38822 1.07646
*
```